(1)
{
  "formula": "C3H6N2O",
  "method": "ωB97M-V/def2-TZVPD",
  "lumo_ev": 0.97,
  "orbital_gap_ev": 10.74,
  "de_lowest_kcal_mol": 91.8,
  "smiles": "CN1C(=O)N1C",
  "elements": ["C", "C", "C", "N", "N", "O", "H", "H", "H", "H", "H", "H"],
  "positions_angstrom": [[0.2069, -1.1355, -0.7539], [1.7292, 0.4105, 0.5794], [-1.8196, 0.3828, -0.1452], [0.6950, 0.0917, -0.4413], [-0.5572, -0.4668, 0.1039], [0.3881, -2.1150, -1.3944], [2.6338, 0.0156, 0.2146], [1.7761, 1.4037, 0.8661], [1.4177, -0.1588, 1.4740], [-2.5744, -0.2920, -0.6428], [-2.1081, 0.4410, 0.8308], [-1.7876, 1.4228, -0.6911]],
  "forces_ev_per_angstrom": [[0.9, -0.6, -1.3], [-2.0, -3.2, 0.1], [0.4, -1.3, -2.8], [1.6, 1.9, 0.3], [-2.7, 2.1, 0.6], [-0.1, -0.5, -0.1], [1.4, -0.2, -0.3], [0.0, 2.1, -0.1], [0.4, 0.1, -0.1], [0.8, 0.8, 0.2], [-1.4, 1.0, 2.5], [0.7, -2.3, 1.0]],
  "nbo_charge": [0.78, -0.42, -0.43, -0.32, -0.33, -0.54, 0.21, 0.20, 0.19, 0.21, 0.20, 0.22]
}

(2)
{
  "formula": "C25H44GeO8STeW",
  "method": "ωB97M-V/def2-TZVPD",
  "charge": 1,
  "multiplicity": 2,
  "lumo_ev": [-3.36, -5.05],
  "orbital_gap_ev": [7.20, 5.49],
  "de_lowest_kcal_mol": 31.4,
  "elements": ["W", "C", "C", "C", "C", "O", "Ge", "O", "C", "C", "C", "C", "O", "C", "C", "C", "C", "H", "H", "H", "H", "H", "H", "H", "H", "H", "H", "H", "H", "H", "H", "H", "H", "H", "H", "H", "H", "H", "H", "H", "H", "H", "H", "H", "O", "C", "O", "C", "O", "O", "C", "C", "C", "C", "C", "C", "Te", "C", "C", "C", "H", "H", "H", "H", "H", "H", "H", "H", "H", "H", "H", "C", "S", "C", "O", "H", "H", "H", "H", "H", "H"],
  "positions_angstrom": [[0.7926, -0.6159, 0.9457], [0.3524, 3.0335, 1.6387], [-0.5611, 2.3661, 0.6189], [-0.6643, 3.2001, -0.6447], [-1.9239, 2.0713, 1.2092], [0.1545, 1.0979, 0.2251], [-0.1756, 0.1861, -1.4865], [-1.8950, -0.0285, -1.0322], [-3.0022, -0.3954, -1.8769], [-2.6774, -0.1247, -3.3411], [-3.2843, -1.8748, -1.6467], [-4.1860, 0.4459, -1.4250], [2.5265, -0.2299, 0.4898], [3.7301, 0.5657, 0.2747], [4.8132, -0.3625, -0.2335], [4.1073, 1.1992, 1.6011], [3.3476, 1.6011, -0.7717], [-0.1158, 3.9507, 1.9981], [1.3185, 3.2908, 1.2031], [0.5066, 2.3787, 2.4976], [-1.0293, 4.1925, -0.3775], [-1.3743, 2.7734, -1.3527], [0.3100, 3.3109, -1.1233], [-2.4886, 3.0045, 1.1921], [-1.8631, 1.7410, 2.2424], [-2.4599, 1.3331, 0.6100], [-1.8416, -0.7445, -3.6807], [-2.4194, 0.9254, -3.4980], [-3.5347, -0.3567, -3.9730], [-2.4335, -2.4762, -1.9761], [-4.1627, -2.1900, -2.2118], [-3.4549, -2.0727, -0.5888], [-3.9801, 1.5086, -1.5597], [-4.4005, 0.2619, -0.3712], [-5.0752, 0.1920, -2.0022], [5.0722, -1.0943, 0.5271], [5.7068, 0.2158, -0.4705], [4.4851, -0.8786, -1.1368], [4.3441, 0.4309, 2.3398], [3.2918, 1.8205, 1.9795], [4.9850, 1.8315, 1.4650], [3.0263, 1.1161, -1.6942], [4.2081, 2.2324, -0.9952], [2.5378, 2.2357, -0.4099], [-2.6085, -2.4944, 2.2655], [-1.6849, -1.7683, 2.0655], [-0.8442, -1.8489, 1.0360], [-1.2828, -0.5969, 3.0068], [-1.8867, -0.2636, 3.9734], [-0.1413, -0.0360, 2.5801], [7.3066, -0.2383, 4.8918], [6.0018, -0.8158, 4.4185], [4.7926, -0.3765, 4.9410], [3.5764, -0.9023, 4.5146], [2.2821, -0.3938, 5.0844], [3.6066, -1.8974, 3.5384], [1.7865, -2.6778, 2.8594], [4.7999, -2.3830, 3.0030], [4.8156, -3.4849, 1.9788], [5.9857, -1.8179, 3.4512], [7.1490, 0.5546, 5.6203], [7.8759, 0.1730, 4.0571], [7.9225, -1.0086, 5.3580], [4.7902, 0.3989, 5.6985], [2.4604, 0.3777, 5.8312], [1.7140, -1.1915, 5.5712], [1.6438, 0.0361, 4.3061], [4.1761, -3.2447, 1.1231], [4.4544, -4.4223, 2.4114], [5.8236, -3.6575, 1.6060], [6.9245, -2.1759, 3.0425], [-0.3575, -4.5789, -0.2481], [0.3463, -3.1807, -1.1044], [1.4562, -4.0493, -2.1937], [1.3381, -2.5077, -0.1291], [0.4373, -5.1306, 0.2536], [-0.8538, -5.2043, -0.9900], [-1.0837, -4.1891, 0.4595], [0.8540, -4.6459, -2.8790], [2.1285, -4.6797, -1.6144], [2.0170, -3.3030, -2.7518]],
  "forces_ev_per_angstrom": [[1.0, -1.8, 0.2], [-0.1, 0.0, 0.0], [0.5, 0.2, 0.5], [0.0, 0.0, 0.0], [-0.2, -0.1, -0.1], [-0.6, 0.5, -0.6], [-0.2, -0.2, -0.2], [0.1, 0.0, -0.2], [0.1, -0.1, 0.0], [0.0, 0.0, 0.0], [0.0, 0.0, -0.1], [0.0, 0.0, 0.0], [-0.6, 0.2, 0.4], [-0.2, 0.1, -0.1], [0.0, 0.0, -0.1], [0.0, 0.0, 0.0], [0.0, 0.0, 0.0], [0.0, 0.0, 0.0], [0.0, 0.0, 0.0], [0.0, 0.0, 0.0], [0.0, 0.0, 0.0], [0.0, -0.1, 0.0], [0.0, 0.0, 0.0], [-0.1, 0.0, 0.0], [0.0, 0.0, 0.0], [0.1, 0.2, 0.1], [0.0, 0.0, 0.0], [0.0, 0.0, 0.0], [0.0, 0.0, 0.0], [0.0, 0.0, 0.0], [0.0, 0.0, 0.0], [0.0, 0.0, 0.0], [0.0, 0.0, 0.0], [0.0, 0.0, 0.0], [0.0, 0.0, 0.0], [0.0, -0.1, 0.1], [0.0, 0.0, 0.0], [0.0, 0.0, 0.0], [0.0, 0.1, -0.1], [0.0, 0.0, 0.0], [0.0, 0.0, 0.0], [0.0, 0.0, 0.0], [0.0, 0.0, 0.0], [0.0, 0.0, 0.0], [0.0, 0.0, -0.1], [0.1, 0.2, 0.0], [0.3, 0.4, 0.2], [0.1, -0.1, -0.1], [0.0, 0.0, 0.0], [-0.1, 0.1, 0.0], [0.0, 0.0, 0.0], [0.0, 0.0, 0.0], [0.0, 0.0, 0.0], [0.1, 0.0, 0.0], [0.0, 0.0, 0.0], [0.0, 0.1, 0.1], [-0.1, -0.1, -0.2], [0.1, 0.0, 0.0], [-0.1, 0.0, 0.0], [0.0, 0.0, 0.0], [0.0, 0.0, 0.0], [0.0, 0.0, 0.0], [0.0, 0.0, 0.0], [0.0, 0.0, 0.0], [0.0, 0.0, 0.0], [0.0, 0.0, 0.0], [0.0, 0.0, 0.0], [0.0, 0.0, 0.0], [0.0, 0.0, 0.0], [0.0, 0.0, 0.0], [0.0, 0.0, 0.0], [0.1, 0.0, 0.1], [0.1, 0.1, -0.1], [0.0, 0.0, -0.1], [-0.2, 0.4, 0.1], [0.0, 0.0, 0.0], [0.0, 0.0, 0.0], [0.0, 0.0, 0.0], [0.0, 0.0, 0.0], [0.0, 0.0, 0.0], [0.0, 0.0, 0.0]],
  "lowdin_spin": [-0.01, 0.00, 0.00, 0.00, 0.00, 0.00, 0.00, 0.00, 0.00, 0.00, 0.00, 0.00, 0.00, 0.00, 0.00, 0.00, 0.00, 0.00, 0.00, 0.00, 0.00, 0.00, 0.00, 0.00, 0.00, 0.00, 0.00, 0.00, 0.00, 0.00, 0.00, 0.00, 0.00, 0.00, 0.00, 0.00, 0.00, 0.00, 0.00, 0.00, 0.00, 0.00, 0.00, 0.00, 0.00, 0.00, 0.00, 0.01, 0.00, 0.02, 0.00, 0.00, 0.00, 0.01, 0.03, 0.05, 0.74, 0.01, 0.03, 0.00, 0.00, 0.00, 0.00, 0.00, 0.00, 0.01, 0.01, 0.01, 0.00, 0.00, 0.00, 0.00, 0.01, 0.00, 0.04, 0.00, 0.00, 0.00, 0.00, 0.00, 0.00]
}

(3)
{
  "formula": "C12H30CuN2O8S",
  "method": "ωB97M-V/def2-TZVPD",
  "charge": -1,
  "lumo_ev": 0.84,
  "orbital_gap_ev": 2.51,
  "de_lowest_kcal_mol": 109.7,
  "elements": ["Cu", "S", "O", "O", "O", "O", "C", "O", "C", "C", "N", "C", "C", "O", "C", "H", "H", "H", "H", "H", "H", "H", "H", "H", "H", "H", "H", "H", "H", "H", "C", "O", "C", "C", "N", "C", "C", "O", "C", "H", "H", "H", "H", "H", "H", "H", "H", "H", "H", "H", "H", "H", "H", "H"],
  "positions_angstrom": [[0.3240, -0.6898, 0.3757], [-3.9436, -0.9193, 3.4952], [-3.7260, -1.2815, 4.8790], [-2.7696, -0.2941, 2.9774], [-4.3787, -1.9888, 2.6397], [-5.0078, 0.0879, 3.7674], [-1.0821, 0.1519, -2.5219], [-0.7887, -1.1971, -2.2694], [-1.9346, -2.0467, -2.4821], [-1.4839, -3.4686, -1.9363], [-1.2449, -3.3790, -0.4824], [-0.8328, -4.6515, 0.0939], [-0.3937, -4.2943, 1.5993], [0.6760, -3.3908, 1.5255], [0.8761, -2.6283, 2.7484], [-1.3207, 0.4315, -3.5480], [-0.2405, 0.7640, -2.1976], [-1.9140, 0.3699, -1.8522], [-2.1372, -2.1425, -3.5488], [-2.8217, -1.7096, -1.9458], [-0.5684, -3.7885, -2.4339], [-2.3336, -4.1458, -2.0233], [-2.0798, -3.1386, 0.0327], [0.1001, -5.0198, -0.3329], [-1.4380, -5.5505, -0.0224], [0.0106, -5.1943, 2.0626], [-1.2166, -3.9611, 2.2317], [1.7570, -2.0025, 2.6050], [1.1315, -3.2385, 3.6148], [-0.0111, -2.0950, 3.0898], [3.0272, -0.5013, -1.7167], [2.9395, 0.1930, -0.5625], [3.6435, 1.4888, -0.7921], [3.1308, 2.4708, 0.3363], [1.8262, 2.9896, -0.0582], [1.2196, 3.7774, 1.0086], [-0.0679, 4.4249, 0.4541], [0.1601, 5.3787, -0.5739], [-1.0205, 5.9251, -1.1157], [2.6474, -0.0697, -2.6427], [2.4889, -1.4491, -1.7115], [4.0692, -0.7596, -1.9056], [3.4556, 1.9075, -1.7808], [4.6976, 1.2116, -0.7764], [3.8147, 3.3069, 0.4823], [3.1406, 2.0330, 1.3345], [1.9334, 3.5958, -0.8589], [1.9880, 4.4867, 1.3158], [1.0553, 3.1425, 1.8792], [-0.5293, 5.0528, 1.2164], [-0.7529, 3.6558, 0.0973], [-0.8023, 6.5409, -1.9882], [-1.5945, 6.5104, -0.3974], [-1.6775, 5.0981, -1.3850]],
  "forces_ev_per_angstrom": [[-0.4, -0.6, 0.0], [-3.1, 1.6, 3.0], [1.7, -2.7, 2.4], [3.6, 1.8, -2.3], [-0.6, -1.9, -1.5], [-0.9, 1.0, -2.1], [-0.3, 0.4, 1.0], [-0.2, -0.5, -0.5], [1.9, -1.7, 0.7], [-1.4, 1.8, 1.1], [0.5, -0.6, -0.5], [2.1, 1.0, 2.0], [-0.4, -1.6, -1.1], [0.3, 1.6, 0.8], [0.0, -0.8, -0.1], [-0.1, -0.4, -0.2], [0.2, -0.1, 0.0], [-0.3, 0.7, -0.2], [-0.1, 0.2, -0.1], [0.0, 0.2, 0.1], [-0.2, -0.1, 0.0], [0.1, -0.4, -1.0], [-0.5, 0.5, -0.2], [0.4, 0.5, -0.4], [-1.0, 0.3, 0.4], [-0.2, -0.4, 0.1], [-0.2, 0.4, -0.2], [-0.2, 0.3, -0.3], [0.1, -0.7, -0.1], [-0.2, 0.4, -0.5], [0.5, -2.5, -2.1], [-0.3, 2.9, 0.5], [-1.0, -0.6, 2.4], [0.7, -0.1, -1.5], [-0.2, -1.0, 0.4], [0.1, 0.3, -1.3], [0.0, 0.9, 1.0], [1.3, 0.0, -0.8], [-0.3, -0.7, 0.3], [-0.2, 0.9, 0.1], [-0.1, -0.1, 0.7], [0.4, -0.1, -0.3], [-0.5, -0.1, 0.0], [0.2, 0.4, 0.4], [0.6, 0.2, -0.3], [-0.5, -0.6, -0.2], [0.1, 0.0, -0.2], [-0.3, 0.8, 0.3], [-0.6, 0.0, -0.1], [-0.4, -0.7, 0.7], [-0.1, -0.2, 0.1], [0.2, -0.2, 0.1], [0.2, 0.3, 0.3], [-0.2, 0.0, -0.4]],
  "nbo_charge": [0.63, 2.60, -1.06, -1.09, -1.10, -1.04, -0.26, -0.56, -0.07, -0.23, -0.64, -0.24, -0.07, -0.56, -0.29, 0.17, 0.19, 0.19, 0.17, 0.19, 0.20, 0.18, 0.39, 0.18, 0.18, 0.16, 0.21, 0.18, 0.17, 0.23, -0.26, -0.54, -0.07, -0.24, -0.62, -0.24, -0.07, -0.56, -0.24, 0.16, 0.20, 0.15, 0.18, 0.18, 0.17, 0.21, 0.36, 0.16, 0.21, 0.18, 0.18, 0.19, 0.17, 0.17]
}

(4)
{
  "formula": "C4H6FNOS",
  "method": "ωB97M-V/def2-TZVPD",
  "lumo_ev": 0.55,
  "orbital_gap_ev": 9.30,
  "de_lowest_kcal_mol": 14.6,
  "smiles": "O=C1C[C@@H](CF)SN1",
  "elements": ["C", "C", "C", "C", "H", "H", "H", "H", "H", "H", "N", "O", "F", "S"],
  "positions_angstrom": [[-1.8911, -0.3542, 0.3137], [-0.6326, 0.0552, -0.3898], [0.5893, -0.7685, -0.0094], [1.8770, 0.0846, -0.0443], [-1.8140, -0.1489, 1.3400], [-2.2290, -1.3917, 0.1971], [-0.7470, 0.0803, -1.4587], [0.6574, -1.7029, -0.6088], [0.6011, -1.1099, 1.0279], [2.1935, 2.1436, -0.0732], [1.5276, 1.3918, -0.1229], [2.9836, -0.3693, -0.0218], [-2.9504, 0.3021, -0.2368], [-0.1655, 1.7879, 0.0870]],
  "forces_ev_per_angstrom": [[-0.3, -1.3, -1.2], [0.9, 0.3, 0.5], [0.5, -0.7, 0.1], [-1.4, -0.5, -0.7], [0.0, 0.5, 1.6], [1.1, -0.3, 0.0], [-0.2, -0.2, -0.5], [0.3, 0.8, 0.2], [-0.5, 0.0, 0.2], [0.2, -0.1, 0.0], [-0.8, 0.5, 0.1], [1.0, -0.1, 0.1], [-1.0, 1.4, -0.3], [0.4, -0.5, 0.0]],
  "nbo_charge": [0.05, -0.35, -0.52, 0.68, 0.17, 0.18, 0.23, 0.25, 0.24, 0.42, -0.76, -0.59, -0.36, 0.37]
}

(5)
{
  "formula": "C4H11N3",
  "method": "ωB97M-V/def2-TZVPD",
  "lumo_ev": 0.97,
  "orbital_gap_ev": 9.76,
  "de_lowest_kcal_mol": 23.9,
  "smiles": "[H]/N=C(/N)NCCC",
  "elements": ["C", "C", "C", "N", "C", "N", "N", "H", "H", "H", "H", "H", "H", "H", "H", "H", "H", "H"],
  "positions_angstrom": [[-2.8922, 0.9677, -0.5189], [-1.5930, 0.6895, -1.2851], [-0.5870, -0.3023, -0.6908], [0.3921, 0.3852, 0.1266], [1.4310, -0.3610, 0.7463], [2.1954, -1.1304, -0.1066], [1.5842, -0.4278, 2.0139], [-2.7431, 0.9085, 0.5612], [-3.6914, 0.2947, -0.8132], [-3.1913, 1.9959, -0.7196], [-1.0789, 1.6514, -1.3450], [-1.8929, 0.3721, -2.2844], [-1.1116, -1.0303, -0.0510], [-0.0920, -0.8145, -1.5116], [0.0500, 0.9894, 0.8514], [2.1083, -0.8584, -1.0793], [3.1355, -1.1693, 0.2407], [0.9919, 0.2002, 2.5417]],
  "forces_ev_per_angstrom": [[0.5, 0.1, 0.3], [-0.2, 0.4, 0.1], [-0.9, 0.1, 0.4], [1.6, 0.2, 0.1], [-1.6, -0.2, 0.5], [-0.3, 0.4, -0.2], [1.2, 0.2, -0.4], [-0.1, -0.1, 0.0], [-0.1, -0.1, 0.1], [-0.3, -0.1, -0.1], [0.2, -0.1, -0.4], [0.3, 0.1, -0.1], [0.0, -0.2, -0.4], [0.2, -0.2, 0.1], [-0.8, 0.1, -0.1], [0.3, 0.0, 0.3], [0.3, -0.4, -0.1], [-0.3, -0.1, -0.2]],
  "nbo_charge": [-0.61, -0.41, -0.21, -0.66, 0.58, -0.82, -0.76, 0.20, 0.21, 0.21, 0.21, 0.21, 0.18, 0.20, 0.37, 0.38, 0.40, 0.33]
}